[1]
Here is a structure of composition C12H36O10PRb5 in a non-equilibrium geometry from the OMol25 dataset. Energies are from ωB97M-V/def2-TZVPD.

The geometry in XYZ format:
```
64
Properties=species:S:1:pos:R:3:mulliken_charge:R:1
Rb -1.450 1.841 -2.055 0.970
Rb -1.004 -3.738 0.331 1.022
Rb 2.531 -2.240 0.578 0.878
Rb 0.880 -2.133 -2.664 1.297
Rb -1.336 0.595 3.159 1.087
P -0.247 -0.488 0.052 -0.318
O -0.955 0.828 0.519 -0.932
O -1.235 -1.357 -0.873 -0.948
O 0.103 -1.257 1.342 -0.680
O 0.992 -0.095 -0.809 -0.477
C 3.624 0.803 -3.350 -1.032
C 2.647 1.935 -3.031 -0.027
O 1.425 1.362 -3.140 -0.413
H 3.483 -0.136 -2.816 0.096
H 4.636 1.167 -3.168 0.381
H 3.488 0.597 -4.412 0.338
H 2.782 2.806 -3.672 0.430
H 2.813 2.192 -1.985 0.062
H 1.339 0.895 -2.305 0.082
C 4.153 0.528 2.835 -1.127
C 3.164 1.338 1.934 0.157
O 3.206 0.923 0.628 -0.491
H 4.625 -0.324 2.345 0.262
H 3.677 0.143 3.737 0.251
H 4.921 1.189 3.236 0.324
H 3.281 2.421 1.989 0.356
H 2.117 1.278 2.230 0.034
H 2.354 0.840 0.193 0.142
C 0.913 5.180 0.620 -1.369
C 0.581 3.727 0.181 0.803
O -0.758 3.355 0.322 -0.601
H 0.363 5.916 0.034 0.338
H 2.001 5.183 0.551 0.381
H 0.726 5.451 1.659 0.338
H 1.058 2.930 0.750 -0.168
H 0.861 3.619 -0.867 -0.008
H -0.801 2.418 0.525 0.334
C -5.789 -0.303 -0.399 -1.234
C -4.194 -0.260 -0.419 0.375
O -3.750 0.856 0.380 -0.575
H -6.039 0.696 -0.757 0.292
H -6.195 -0.340 0.612 0.342
H -6.272 -1.088 -0.981 0.359
H -3.820 -0.095 -1.430 0.074
H -3.716 -1.210 -0.179 0.134
H -2.796 0.834 0.489 0.316
C -4.457 -2.553 -3.301 -1.006
C -2.943 -2.644 -3.293 0.028
O -2.366 -1.343 -3.115 -0.358
H -4.935 -3.516 -3.479 0.403
H -4.832 -1.998 -4.160 0.315
H -4.793 -2.258 -2.307 0.096
H -2.607 -3.028 -4.256 0.295
H -2.436 -3.307 -2.592 0.031
H -1.896 -1.446 -2.285 0.193
C 2.311 -3.052 4.429 -0.608
C 0.893 -3.298 4.001 -0.177
O 0.382 -1.967 3.864 -0.475
H 2.901 -3.930 4.166 0.334
H 2.355 -2.889 5.505 0.315
H 2.734 -2.126 4.041 -0.036
H 0.330 -3.775 4.803 0.228
H 0.634 -3.900 3.129 0.069
H 0.336 -1.751 2.930 0.499
```

Its total energy is -46062.38834 eV. The LUMO energy comes out at -0.2426 hartree. As for the charge: +2. The spin multiplicity is 1. Its energy above the lowest of the compared OMol25 structures with the same formula, charge and spin is 55.5 kcal/mol. The calculation puts the gap between HOMO and LUMO at 0.280 Ha.


[2]
Here is a cluster of 5 separate species, C19H32Cl16NO4SSi in total from the OMol25 dataset. Energies are from ωB97M-V/def2-TZVPD.

The geometry in XYZ format:
```
74
Properties=species:S:1:pos:R:3:lowdin_spin:R:1
C -1.922 -3.152 -0.148 0.019
C -1.179 -2.073 -0.938 0.026
C -0.122 -2.744 -1.813 0.002
C -0.471 -1.035 -0.065 0.003
C -1.312 0.044 0.637 0.000
C -0.420 1.240 1.065 0.000
C 0.487 1.840 -0.008 0.000
O 1.779 1.246 0.021 0.000
Si 2.769 1.437 -1.305 0.000
C 2.044 0.586 -2.803 0.000
C 4.402 0.665 -0.879 0.000
C 2.946 3.259 -1.650 0.000
S -2.112 -0.489 2.220 0.000
C -1.023 -1.641 3.026 0.000
O -3.346 -1.168 1.905 0.000
O -2.150 0.667 3.083 0.000
C -2.435 0.575 -0.286 0.000
C -3.066 -0.313 -1.390 0.025
C -3.294 0.591 -2.602 0.007
C -4.412 -0.960 -0.994 0.017
N -2.110 -1.363 -1.849 0.396
O -2.526 -2.057 -2.839 0.497
H -2.305 -3.908 -0.835 0.002
H -2.744 -2.763 0.446 0.000
H -1.211 -3.639 0.521 0.002
H -0.473 -3.698 -2.199 0.000
H 0.128 -2.112 -2.665 0.000
H 0.786 -2.917 -1.227 0.000
H 0.178 -1.557 0.644 0.000
H 0.201 -0.488 -0.724 0.001
H 0.231 0.954 1.897 0.000
H -1.087 2.017 1.439 0.000
H 0.590 2.914 0.188 0.000
H 0.050 1.734 -1.010 0.000
H 1.013 0.871 -3.033 0.000
H 2.075 -0.500 -2.685 0.000
H 2.651 0.837 -3.678 0.000
H 4.328 -0.416 -0.751 0.000
H 5.112 0.859 -1.689 0.000
H 4.819 1.092 0.037 0.000
H 3.329 3.770 -0.763 0.000
H 1.978 3.702 -1.904 0.000
H 3.642 3.436 -2.475 0.000
H -1.203 -2.670 2.728 0.000
H -1.264 -1.504 4.080 0.000
H 0.015 -1.356 2.867 0.000
H -2.004 1.447 -0.781 0.000
H -3.252 0.963 0.327 0.000
H -3.751 0.026 -3.412 0.000
H -2.350 1.008 -2.961 0.000
H -3.957 1.414 -2.320 0.000
H -5.147 -0.790 -1.781 0.002
H -4.790 -0.550 -0.063 0.001
H -4.322 -2.037 -0.873 0.001
C 4.168 6.927 -0.421 0.000
Cl 3.315 6.888 -1.962 0.000
Cl 3.124 6.275 0.854 0.000
Cl 5.633 5.945 -0.529 0.000
Cl 4.601 8.591 -0.023 0.000
C 1.013 -5.635 1.992 0.000
Cl -0.567 -5.522 2.776 0.000
Cl 0.814 -6.236 0.348 0.000
Cl 1.749 -4.019 1.937 0.000
Cl 2.049 -6.715 2.917 0.000
C 1.081 -5.086 6.920 0.000
Cl -0.680 -5.218 6.960 0.000
Cl 1.564 -4.161 5.496 0.000
Cl 1.648 -4.269 8.378 0.000
Cl 1.790 -6.703 6.837 0.000
C -1.021 5.533 -2.441 0.000
Cl -2.727 5.824 -2.101 0.000
Cl -0.482 6.595 -3.744 0.000
Cl -0.063 5.852 -0.993 0.000
Cl -0.806 3.847 -2.935 0.000
```

Its total energy is -248973.02701 eV. The LUMO energy (spin up / spin down) comes out at -0.0015 / -0.0015 hartree. As for the charge: 0. The spin multiplicity is 2. Its expectation value of S² is 0.754. The calculation puts the gap between HOMO and LUMO (spin up / spin down) at 0.294 / 0.345 Ha.


[3]
Here is a cluster of 6 separate species, C22H30F2O18 in total in a non-equilibrium geometry from the OMol25 dataset. Energies are from ωB97M-V/def2-TZVPD.

The geometry in XYZ format:
```
72
Properties=species:S:1:pos:R:3:mulliken_charge:R:1
C -1.974 0.862 -4.447 -1.164
C -0.424 0.730 -4.329 2.456
C 0.267 -0.153 -5.343 -0.441
O 0.957 0.718 -6.171 -0.315
C 0.820 1.918 -5.750 0.568
O 1.124 2.893 -6.451 -0.633
O 0.094 1.993 -4.633 -0.399
H -2.324 0.030 -5.058 0.326
H -2.471 1.752 -4.831 0.298
H -2.325 0.618 -3.445 0.297
H -0.152 0.619 -3.279 -1.316
H -0.320 -0.853 -5.939 0.297
H 0.987 -0.774 -4.811 0.317
C 1.983 0.926 2.820 -1.200
C 1.808 1.946 1.679 0.509
C 2.933 2.337 0.775 -0.907
O 2.579 2.006 -0.554 -0.370
C 1.378 1.480 -0.490 0.121
O 0.700 1.126 -1.446 -0.291
O 0.965 1.369 0.738 -0.442
H 2.258 1.336 3.792 0.522
H 2.543 0.025 2.571 0.089
H 0.960 0.589 2.989 0.255
H 1.426 2.851 2.151 0.405
H 3.978 2.101 0.976 0.534
H 2.886 3.424 0.841 0.407
C -5.026 1.295 3.964 -1.485
C -4.140 2.117 3.020 0.654
C -3.330 1.247 2.197 -0.542
O -3.393 1.826 0.983 -0.067
C -4.327 2.748 0.905 0.500
O -4.657 3.381 -0.090 -0.582
O -4.968 2.763 2.058 -0.351
H -5.676 1.847 4.644 0.354
H -4.436 0.569 4.524 0.359
H -5.698 0.724 3.323 0.409
H -3.559 2.883 3.533 0.319
H -3.645 0.207 2.282 0.246
H -2.290 1.205 2.521 0.191
C 2.666 -2.319 2.106 -1.311
C 3.831 -1.838 1.286 0.354
C 3.481 -1.299 -0.090 -0.111
O 3.952 0.006 -0.080 -0.368
C 4.692 0.252 1.028 0.396
O 5.453 1.224 1.160 -0.639
O 4.502 -0.809 1.940 -0.443
H 2.299 -3.181 1.548 0.647
H 1.838 -1.626 2.257 -0.102
H 2.927 -2.697 3.094 0.323
H 4.584 -2.599 1.081 0.628
H 2.443 -1.327 -0.423 0.076
H 4.028 -1.912 -0.807 0.299
C -1.250 0.557 0.277 0.607
C -1.538 0.001 -1.107 -0.392
O -0.346 -0.699 -1.462 -0.322
C 0.166 -1.087 -0.241 -0.017
O 1.173 -1.760 -0.111 -0.196
O -0.598 -0.643 0.757 -0.037
F -1.738 0.925 -1.966 -0.510
H -2.114 0.928 0.829 0.343
H -0.528 1.361 0.137 0.438
H -2.370 -0.704 -1.077 0.355
C 0.286 -3.863 -0.371 -0.539
C -1.133 -3.331 -0.026 0.870
O -1.106 -3.023 1.335 -0.303
C 0.022 -3.426 1.800 0.870
O 0.374 -3.259 2.947 -0.596
O 0.827 -3.876 0.848 -0.369
F -2.070 -4.207 -0.348 -0.408
H 0.728 -3.190 -1.106 0.175
H 0.267 -4.849 -0.836 0.501
H -1.257 -2.412 -0.598 -0.151
```

Its total energy is -65581.82768 eV. The LUMO energy comes out at -0.0031 hartree. As for the charge: 0. The spin multiplicity is 1. Its energy above the lowest of the compared OMol25 structures with the same formula, charge and spin is 223.8 kcal/mol. As for the structure (SMILES): O=C1OC[C@@H](F)O1.O=C1OC[C@@H](F)O1.C[C@H]1COC(=O)O1.C[C@H]1COC(=O)O1.C[C@H]1COC(=O)O1.C[C@H]1COC(=O)O1. The calculation puts the gap between HOMO and LUMO at 0.365 Ha.